Below is C15H32As2BeN2O5 as an isolated structure, with properties calculated with ωB97M-V/def2-TZVPD.

The geometry in ORCA input format:
```
! RIJCOSX wB97M-V def2-TZVPD def2/J DEFGRID3
* xyz 0 1
O -0.775 3.346 0.670
H -0.334 3.841 1.408
Be 0.462 0.312 -0.661
N -0.820 -0.033 -1.699
N 1.260 -1.110 -1.011
O -2.106 0.452 -1.849
O 2.507 -1.647 -0.668
C -0.382 -0.945 -2.597
C 0.843 -1.538 -2.213
C -1.112 -1.339 -3.826
C 1.634 -2.533 -2.989
H -1.904 -0.610 -4.012
H -1.555 -2.341 -3.729
H -0.431 -1.367 -4.686
H 2.345 -3.044 -2.331
H 2.215 -2.025 -3.779
H 0.961 -3.270 -3.458
H -2.097 1.447 -1.642
H 2.702 -1.345 0.241
O -1.211 -2.281 0.733
H -1.916 -1.974 0.154
H -0.418 -2.267 0.140
C 1.232 1.804 -0.696
H 0.740 2.694 -0.256
H 1.342 1.955 -1.777
H 2.212 1.734 -0.212
O -2.244 3.111 -1.520
H -2.208 3.558 -0.635
H -1.346 3.308 -1.842
C -2.783 0.129 2.201
As -1.712 1.675 1.443
C -3.333 2.803 1.635
C -0.850 1.957 3.192
C -1.418 2.789 4.158
C -0.778 2.943 5.401
C 0.410 2.263 5.676
C 0.991 1.413 4.713
C 0.349 1.272 3.471
As 1.074 0.035 2.062
C 2.961 0.353 2.390
C 0.861 -1.587 3.119
H -3.473 -0.118 1.384
H -3.291 0.512 3.090
H -2.071 -0.681 2.402
H -3.911 2.479 2.514
H -3.030 3.858 1.706
H -3.893 2.626 0.701
H -2.347 3.299 3.940
H -1.228 3.598 6.154
H 0.906 2.395 6.641
H 1.923 0.882 4.944
H 3.155 0.209 3.452
H 3.537 -0.351 1.785
H 3.175 1.378 2.087
H 1.330 -2.391 2.545
H -0.206 -1.775 3.236
H 1.356 -1.434 4.080
*
```

Output
* orbital gap (alpha / beta): 4.57 / 3.50 eV
* ΔE to the lowest compared entry with this formula, charge and spin: 0.0 kcal/mol
* E_HOMO (alpha / beta): -6.23 / -5.67 eV

natural (NBO) atomic charge list, values in e, 5 entries:
1 O -1.1757
2 H 0.4551
3 Be 1.5801
4 N -0.2975
5 N -0.3657

***

Below is C15H32BaN2O5P2 as an isolated structure, with properties calculated with ωB97M-V/def2-TZVPD.

The geometry in ORCA input format:
```
! RIJCOSX wB97M-V def2-TZVPD def2/J DEFGRID3
* xyz 0 1
O -1.422 -2.420 -1.259
H -3.074 -2.782 -2.110
Ba 0.232 0.877 -1.245
N -1.756 0.674 -3.231
N -2.571 1.456 -1.016
O -1.206 0.303 -4.361
O -2.941 2.122 0.195
C -3.085 0.867 -3.199
C -3.541 1.354 -1.923
C -3.997 0.673 -4.359
C -4.968 1.730 -1.707
H -3.445 0.352 -5.239
H -4.523 1.612 -4.612
H -4.764 -0.085 -4.126
H -5.076 2.559 -0.993
H -5.559 0.857 -1.356
H -5.413 2.059 -2.656
H 0.165 0.631 -3.987
H -3.861 1.836 0.341
O -0.389 3.087 0.071
H 0.009 3.933 0.330
H -1.357 3.132 0.256
C -2.548 -3.289 -1.285
H -2.040 -4.253 -1.423
H -3.470 -4.041 -1.568
H -2.967 -3.115 -0.295
O 0.998 0.919 -3.367
H -0.740 -2.727 -1.877
H 1.750 1.092 -3.965
C 3.816 2.019 0.575
P 3.120 0.331 0.376
C 4.478 -0.530 -0.489
C 3.342 -0.299 2.087
C 4.581 -0.506 2.703
C 4.626 -0.951 4.036
C 3.444 -1.143 4.757
C 2.205 -0.928 4.148
C 2.147 -0.536 2.809
P 0.603 -0.402 1.812
C 0.058 -2.142 1.856
C -0.496 0.418 3.000
H 3.526 2.630 -0.294
H 4.909 1.950 0.633
H 3.419 2.476 1.491
H 5.431 -0.030 -0.285
H 4.518 -1.577 -0.166
H 4.262 -0.496 -1.566
H 5.499 -0.337 2.146
H 5.597 -1.133 4.492
H 3.494 -1.465 5.803
H 1.287 -1.066 4.739
H -0.555 -2.292 2.754
H -0.533 -2.371 0.961
H 0.945 -2.786 1.894
H -1.125 -0.339 3.491
H 0.094 0.965 3.750
H -1.133 1.133 2.453
*
```

Output
* orbital gap (alpha / beta): 2.80 / 2.80 eV
* E_HOMO (alpha / beta): -3.24 / -3.24 eV

Mulliken atomic charge list, values in e, 5 entries:
1 O 0.0020
2 H 0.0680
3 Ba 0.3406
4 N 0.5527
5 N 0.3744

***

Below is a 7-piece molecular cluster, C15H32Cl4N2O13 overall, with properties calculated with ωB97M-V/def2-TZVPD.

The geometry in ORCA input format:
```
! RIJCOSX wB97M-V def2-TZVPD def2/J DEFGRID3
* xyz 1 2
Cl -0.266 4.777 -2.256
C -0.378 3.261 -3.108
C -1.884 2.901 -3.235
Cl -3.064 4.059 -3.870
H 0.172 2.504 -2.549
H -0.020 3.374 -4.131
H -2.314 2.651 -2.265
H -2.056 2.039 -3.880
Cl -3.798 -1.339 1.848
C -4.056 -0.715 3.472
C -2.758 -0.134 4.115
Cl -2.714 1.516 3.344
H -4.356 -1.559 4.093
H -4.937 -0.079 3.567
H -1.808 -0.586 3.831
H -2.833 0.052 5.186
C 0.257 4.806 4.346
N -0.887 4.561 5.326
O -0.873 3.432 5.865
O -1.569 5.561 5.564
H 0.534 5.861 4.350
H -0.196 4.453 3.419
H 1.207 4.286 4.466
C 2.279 7.788 -1.579
N 2.060 6.913 -0.319
O 1.097 7.237 0.344
O 2.738 5.893 -0.234
H 3.309 7.739 -1.934
H 1.968 8.805 -1.338
H 1.532 7.263 -2.175
C -1.980 -4.809 1.115
O -1.179 -5.841 1.693
C 0.046 -6.047 1.239
O 0.595 -5.407 0.289
O 0.632 -7.107 1.890
C 1.873 -7.713 1.381
H -2.165 -4.922 0.046
H -1.563 -3.846 1.409
H -2.928 -4.774 1.652
H 1.837 -8.798 1.472
H 2.789 -7.427 1.897
H 2.028 -7.540 0.316
C 0.005 -3.967 -2.421
O 0.852 -3.351 -3.355
C 0.797 -3.904 -4.574
O 0.041 -4.818 -5.005
O 1.792 -3.360 -5.208
C 2.432 -3.887 -6.323
H 0.227 -3.532 -1.446
H 0.513 -4.925 -2.310
H -1.048 -4.109 -2.662
H 1.807 -3.783 -7.210
H 2.636 -4.947 -6.174
H 3.403 -3.422 -6.494
C 0.435 -1.115 1.077
O 0.201 0.300 1.330
C 0.773 1.296 0.561
O 1.598 1.022 -0.302
O 0.355 2.495 0.950
C 1.217 3.584 0.522
H -0.349 -1.725 1.527
H 1.349 -1.486 1.542
H 0.480 -1.240 -0.004
H 1.309 3.595 -0.564
H 2.113 3.674 1.135
H 0.692 4.512 0.747
*
```

Output
* orbital gap (alpha / beta): 8.92 / 2.35 eV
* ⟨S²⟩: 0.758
* E_HOMO (alpha / beta): -12.46 / -12.46 eV

natural (NBO) atomic charge list, values in e, 5 entries:
1 Cl -0.0400
2 C -0.4023
3 C -0.4054
4 Cl -0.0189
5 H 0.2033

***

Below is C15H32EuN6O7 as an isolated structure, with properties calculated with ωB97M-V/def2-TZVPD.

The geometry in ORCA input format:
```
! RIJCOSX wB97M-V def2-TZVPD def2/J DEFGRID3
* xyz 0 8
O -2.749 2.395 -1.256
H -3.098 2.413 -2.185
Eu -0.830 1.297 -0.676
N 1.703 1.514 -1.302
N -0.156 1.019 -3.004
N 0.191 1.443 1.654
N -2.311 1.470 1.226
O 2.609 1.826 -0.412
O 1.535 1.562 1.904
O -3.634 1.754 0.896
O -1.150 0.708 -3.754
C 1.116 0.862 -3.482
C 2.144 1.126 -2.534
C -0.571 1.279 2.755
C -1.998 1.348 2.516
C 3.580 0.932 -2.889
H 3.788 -0.132 -3.105
H 4.228 1.262 -2.072
H 3.819 1.506 -3.800
C 1.329 0.313 -4.838
H 0.457 0.569 -5.458
H 1.402 -0.788 -4.800
H 2.244 0.708 -5.292
C -0.027 1.014 4.118
C -2.982 1.202 3.624
H 1.065 1.065 4.098
H -0.331 0.014 4.472
H -0.413 1.742 4.848
H -4.002 1.370 3.263
H -2.768 1.912 4.434
H -2.918 0.185 4.037
H 1.960 1.698 0.972
H -3.489 2.066 -0.081
C -1.049 3.552 -0.804
H -0.152 3.603 -1.472
H -0.767 3.616 0.284
H -1.690 4.407 -1.030
O 2.813 4.626 0.142
H 3.255 4.749 0.997
H 2.819 3.645 -0.007
C -2.722 -2.757 -0.358
N -1.388 -3.172 0.015
C -1.256 -4.463 0.654
C 0.186 -4.908 0.606
C 1.091 -3.823 1.145
N 0.827 -2.593 0.429
C 1.853 -1.587 0.391
C -0.410 -2.237 -0.010
O -0.656 -1.077 -0.445
H -2.686 -2.066 -1.207
H -3.256 -2.259 0.472
H -3.289 -3.655 -0.641
H -1.595 -4.403 1.706
H -1.920 -5.154 0.111
H 0.476 -5.160 -0.425
H 0.300 -5.809 1.211
H 2.152 -4.063 1.001
H 0.908 -3.695 2.230
H 1.636 -0.733 1.051
H 2.799 -2.044 0.702
H 1.975 -1.188 -0.626
*
```

Output
* orbital gap (alpha / beta): 5.14 / 5.14 eV
* ⟨S²⟩: 15.919
* E_HOMO (alpha / beta): -5.87 / -5.84 eV

Mulliken atomic charge list, values in e, 5 entries:
1 O -0.7118
2 H 0.1922
3 Eu 1.0874
4 N 0.8002
5 N 0.3913

***

Please write out number 3 again, unchanged.
Below is a 7-piece molecular cluster, C15H32Cl4N2O13 overall, with properties calculated with ωB97M-V/def2-TZVPD.

The geometry in ORCA input format:
```
! RIJCOSX wB97M-V def2-TZVPD def2/J DEFGRID3
* xyz 1 2
Cl -0.266 4.777 -2.256
C -0.378 3.261 -3.108
C -1.884 2.901 -3.235
Cl -3.064 4.059 -3.870
H 0.172 2.504 -2.549
H -0.020 3.374 -4.131
H -2.314 2.651 -2.265
H -2.056 2.039 -3.880
Cl -3.798 -1.339 1.848
C -4.056 -0.715 3.472
C -2.758 -0.134 4.115
Cl -2.714 1.516 3.344
H -4.356 -1.559 4.093
H -4.937 -0.079 3.567
H -1.808 -0.586 3.831
H -2.833 0.052 5.186
C 0.257 4.806 4.346
N -0.887 4.561 5.326
O -0.873 3.432 5.865
O -1.569 5.561 5.564
H 0.534 5.861 4.350
H -0.196 4.453 3.419
H 1.207 4.286 4.466
C 2.279 7.788 -1.579
N 2.060 6.913 -0.319
O 1.097 7.237 0.344
O 2.738 5.893 -0.234
H 3.309 7.739 -1.934
H 1.968 8.805 -1.338
H 1.532 7.263 -2.175
C -1.980 -4.809 1.115
O -1.179 -5.841 1.693
C 0.046 -6.047 1.239
O 0.595 -5.407 0.289
O 0.632 -7.107 1.890
C 1.873 -7.713 1.381
H -2.165 -4.922 0.046
H -1.563 -3.846 1.409
H -2.928 -4.774 1.652
H 1.837 -8.798 1.472
H 2.789 -7.427 1.897
H 2.028 -7.540 0.316
C 0.005 -3.967 -2.421
O 0.852 -3.351 -3.355
C 0.797 -3.904 -4.574
O 0.041 -4.818 -5.005
O 1.792 -3.360 -5.208
C 2.432 -3.887 -6.323
H 0.227 -3.532 -1.446
H 0.513 -4.925 -2.310
H -1.048 -4.109 -2.662
H 1.807 -3.783 -7.210
H 2.636 -4.947 -6.174
H 3.403 -3.422 -6.494
C 0.435 -1.115 1.077
O 0.201 0.300 1.330
C 0.773 1.296 0.561
O 1.598 1.022 -0.302
O 0.355 2.495 0.950
C 1.217 3.584 0.522
H -0.349 -1.725 1.527
H 1.349 -1.486 1.542
H 0.480 -1.240 -0.004
H 1.309 3.595 -0.564
H 2.113 3.674 1.135
H 0.692 4.512 0.747
*
```

Output
* orbital gap (alpha / beta): 8.92 / 2.35 eV
* ⟨S²⟩: 0.758
* E_HOMO (alpha / beta): -12.46 / -12.46 eV

natural (NBO) atomic charge list, values in e, 5 entries:
1 Cl -0.0400
2 C -0.4023
3 C -0.4054
4 Cl -0.0189
5 H 0.2033